Formula: C3H8Si2
Source: OMol25
Level of theory: the ωB97M-V functional and the def2-TZVPD basis

Structure (XYZ):
```
13
Properties=species:S:1:pos:R:3:forces:R:3
C 0.067 -1.849 0.645 0.738 -0.734 2.854
C 0.109 -2.420 -0.526 -0.285 0.993 -2.104
C 0.062 -0.418 0.440 -1.058 0.366 -0.622
Si -1.532 0.507 -0.016 2.279 1.577 -0.437
Si 1.494 0.684 0.147 -1.060 0.174 -1.742
H 0.232 -2.312 1.684 -0.446 0.382 -1.777
H -0.011 -1.942 -1.562 0.147 -0.969 1.478
H -2.239 -0.248 -0.946 -1.366 -1.250 -0.870
H -1.148 1.764 -0.928 -0.444 -1.034 1.330
H -2.155 0.875 1.236 -0.635 0.237 0.344
H 1.284 1.693 1.229 0.770 0.022 -0.207
H 1.035 1.299 -1.234 0.980 -0.179 1.253
H 2.670 -0.170 -0.126 0.379 0.416 0.498
```
Forces are in eV/Å.

highest occupied orbital energy (alpha / beta): -8.53 / -8.99 eV
charge: 0
gap between HOMO and LUMO (alpha / beta): 8.26 / 8.52 eV
energy above the lowest of the compared OMol25 structures with the same formula, charge and spin: 448.7 kJ/mol


Formula: C2H5NO2Se
Source: OMol25
Level of theory: the ωB97M-V functional and the def2-TZVPD basis

Structure (XYZ):
```
11
Properties=species:S:1:pos:R:3:forces:R:3
N -0.801 -0.582 -0.466 -0.632 -2.905 -3.561
C 0.059 -0.152 0.544 0.650 0.474 -0.086
Se 1.696 -1.193 0.431 1.745 0.956 1.644
C 0.365 1.260 0.143 1.009 3.278 -0.337
O 1.460 1.732 -0.031 -0.527 -0.804 0.403
O -0.710 2.105 -0.082 2.636 -0.167 0.461
H -1.033 -1.578 -0.320 -0.564 0.698 0.486
H -0.160 -0.781 -1.301 -1.338 1.122 0.822
H -0.508 -0.171 1.454 0.285 -0.100 0.928
H 1.091 -2.204 -0.328 -0.791 -1.230 -0.678
H -1.457 1.565 -0.043 -2.473 -1.322 -0.083
```
Forces are in eV/Å.

highest occupied orbital energy: -9.39 eV
charge: 0
gap between HOMO and LUMO: 9.79 eV
SMILES: N[C@@H]([SeH])C(=O)O
energy above the lowest of the compared OMol25 structures with the same formula, charge and spin: 34.8 kJ/mol


Formula: C8H8BrI
Source: OMol25
Level of theory: the ωB97M-V functional and the def2-TZVPD basis

Structure (XYZ):
```
18
Properties=species:S:1:pos:R:3:forces:R:3
C 1.490 0.715 -1.927 4.797 -0.030 -5.938
C 0.858 1.179 -0.956 -3.721 3.180 6.591
Br 1.583 2.862 -0.045 -0.456 -1.410 -1.204
C -0.158 0.483 -0.093 -0.668 0.745 -1.377
C -0.679 -0.762 -0.508 3.558 1.636 -2.104
C -1.366 -1.517 0.326 -2.247 -1.545 -0.265
C -1.828 -1.067 1.521 0.987 1.622 2.645
C -1.398 0.211 1.970 -0.246 0.393 -3.199
C -0.709 1.065 1.047 0.332 -2.363 0.663
H 2.408 1.286 -2.325 -1.668 -0.993 0.450
H 1.270 -0.201 -2.450 -0.596 0.045 -0.329
H -0.355 -1.210 -1.469 -0.265 0.468 0.627
H -1.726 -2.409 -0.123 -0.278 -1.050 0.286
H -2.380 -1.723 2.179 -0.178 0.084 0.020
H -1.726 0.727 2.822 -0.606 -0.042 1.378
H -0.485 2.089 1.227 0.046 0.430 0.618
I 3.045 -1.404 -0.072 -0.035 -0.019 -0.234
H 2.157 -0.326 -1.124 1.243 -1.151 1.372
```
Forces are in eV/Å.

highest occupied orbital energy: -9.04 eV
charge: 0
gap between HOMO and LUMO: 8.56 eV
SMILES: C=C(Br)c1ccccc1.I
energy above the lowest of the compared OMol25 structures with the same formula, charge and spin: 146.3 kJ/mol


Formula: C3H9NO2
Source: OMol25
Level of theory: the ωB97M-V functional and the def2-TZVPD basis

Structure (XYZ):
```
15
Properties=species:S:1:pos:R:3:forces:R:3
C -2.689 -1.931 0.079 1.370 -0.897 1.254
C -1.438 -2.395 0.292 -1.402 0.722 -0.838
O -0.299 -1.696 0.150 0.899 0.407 -0.099
H -3.467 -2.643 0.340 -0.177 0.396 -0.363
H -2.872 -0.865 -0.005 -0.166 -0.191 -0.296
H -1.193 -3.417 0.513 -0.218 -0.340 0.194
H -0.444 -0.819 -0.229 -0.577 -0.135 0.012
N 2.459 2.213 0.080 -0.075 -1.151 -0.020
C 1.245 2.049 -0.661 -0.845 -0.651 -0.406
O 0.312 1.189 0.074 1.112 0.428 -0.615
H 2.971 3.039 -0.185 -0.009 0.116 0.597
H 2.224 2.051 1.048 0.538 0.781 0.226
H 0.756 3.016 -0.832 -0.454 -0.374 0.104
H 1.463 1.589 -1.639 -0.165 0.128 0.209
H 0.757 0.330 0.214 0.170 0.760 0.041
```
Forces are in eV/Å.

highest occupied orbital energy: -8.98 eV
charge: 0
gap between HOMO and LUMO: 9.89 eV
SMILES: C=CO.NCO
energy above the lowest of the compared OMol25 structures with the same formula, charge and spin: 240.3 kJ/mol


Formula: C16H32F12N2NiO20S8
Source: OMol25
Level of theory: the ωB97M-V functional and the def2-TZVPD basis

Structure (XYZ):
```
91
Properties=species:S:1:pos:R:3:forces:R:3
Ni -0.744 0.273 0.685 0.522 -0.406 -0.130
C 1.388 -4.469 -1.855 0.108 -1.448 1.353
F 2.459 -4.771 -2.640 -1.821 0.678 1.010
F 0.579 -3.567 -2.438 0.874 -0.780 0.296
F 0.671 -5.649 -1.658 0.756 1.468 -0.723
S 1.876 -3.989 0.040 -2.134 1.077 -0.823
O 0.714 -4.300 0.885 1.250 1.325 -1.744
O 3.045 -4.743 0.315 0.416 -0.227 0.086
N 2.084 -2.252 -0.192 -0.403 -2.789 1.238
S 3.611 -2.027 -0.546 2.471 3.944 -1.820
O 4.161 -3.050 -1.408 0.071 0.474 0.961
O 3.855 -0.625 -1.023 -1.227 -2.674 1.292
C 4.621 -1.905 1.134 -1.346 -1.595 -0.141
F 3.843 -1.322 2.091 1.069 0.293 -1.006
F 4.787 -3.188 1.607 0.918 1.637 -0.542
F 5.787 -1.243 0.946 -1.456 -1.040 0.671
C -5.097 4.437 -0.305 -0.078 -2.922 -0.622
F -4.962 3.141 -0.815 0.112 1.756 0.900
F -4.792 5.270 -1.276 -0.125 -0.051 1.104
F -6.338 4.547 0.125 0.951 0.557 -0.206
S -3.825 4.595 1.204 1.440 4.429 -0.506
O -2.556 5.089 0.676 -1.976 -1.833 0.474
O -4.474 5.454 2.193 0.873 -1.929 -1.511
N -3.560 2.919 1.774 -0.149 1.507 -1.436
S -4.670 2.718 2.910 -5.181 -2.816 5.527
O -6.018 3.332 2.761 3.193 -1.363 -0.759
O -4.670 1.330 3.452 0.762 2.975 -1.910
C -3.876 3.734 4.452 0.627 1.524 1.569
F -4.623 4.860 4.784 1.621 -2.837 -0.911
F -3.823 2.910 5.533 -0.410 1.208 -2.094
F -2.601 4.088 4.129 -1.622 -0.241 0.355
O 0.894 -2.306 7.003 0.163 1.294 1.615
S 0.459 -2.971 5.849 0.443 -4.246 -1.912
O 0.118 -2.285 4.637 0.334 -0.388 0.741
O 1.606 -4.108 5.491 -0.315 1.474 -1.187
C 2.364 -4.883 6.403 -0.823 -2.801 0.531
C 2.319 -6.431 5.875 0.306 0.898 0.050
C -0.822 -4.209 6.274 0.280 0.755 -0.483
H 1.906 -4.893 7.392 -0.315 0.130 0.091
H 3.370 -4.517 6.610 0.053 0.116 -0.802
H 1.338 -6.905 5.832 -0.520 0.819 0.048
H 2.840 -7.182 6.468 0.548 0.625 0.546
H 2.724 -6.564 4.871 0.077 0.524 -0.054
H -0.480 -4.647 7.212 -0.679 0.624 0.421
H -0.941 -5.079 5.629 0.630 0.496 -0.714
H -1.741 -3.632 6.168 -0.216 -0.235 1.032
O 3.112 3.584 1.552 2.082 2.208 0.701
S 4.006 4.728 1.811 0.010 0.959 0.056
O 3.657 5.784 2.794 0.727 -2.458 -1.609
O 5.552 4.128 2.134 -1.228 1.365 0.120
C 6.449 4.918 2.998 0.526 -0.436 1.553
C 7.698 4.092 3.307 0.181 -0.516 -0.615
C 4.349 5.651 0.215 -1.387 -1.294 1.404
H 6.001 5.115 3.972 -0.701 -0.172 -0.252
H 6.804 5.899 2.685 -0.653 -0.009 -1.073
H 8.254 4.419 4.186 -0.461 0.392 0.186
H 8.438 4.150 2.509 -0.188 -0.225 -0.261
H 7.439 3.048 3.483 -0.022 -0.003 -0.110
H 4.615 4.891 -0.520 0.774 0.374 0.125
H 4.975 6.498 0.496 0.291 -0.423 -0.428
H 3.362 5.998 -0.089 -0.031 0.204 0.204
O -4.520 -1.904 -1.787 -0.106 0.465 0.084
S -5.876 -2.258 -2.047 -0.128 -2.472 -1.470
O -6.990 -1.656 -1.374 0.388 -0.125 -0.178
O -6.059 -2.090 -3.668 1.493 0.806 2.144
C -7.342 -2.173 -4.251 0.501 -0.586 -1.344
C -7.066 -2.008 -5.777 -1.218 0.013 -0.336
C -5.982 -4.154 -1.920 0.001 1.530 0.546
H -8.032 -1.437 -3.837 0.066 -0.021 -0.089
H -7.658 -3.189 -4.015 -0.689 0.013 -0.315
H -6.098 -2.328 -6.162 0.125 -0.160 0.727
H -7.229 -1.008 -6.180 0.168 0.309 0.564
H -7.796 -2.581 -6.348 -0.139 -0.288 0.152
H -5.384 -4.491 -1.074 -0.068 0.466 0.203
H -5.536 -4.652 -2.781 -0.451 0.402 -0.256
H -7.033 -4.347 -1.705 0.118 -0.297 -0.389
O 0.167 1.650 -4.060 0.643 0.215 -1.513
S 0.507 2.076 -5.404 -0.103 0.789 0.062
O 0.966 3.454 -5.617 -0.860 -2.116 0.045
O 1.589 1.068 -6.034 -0.811 0.452 0.635
C 2.264 1.448 -7.260 2.194 0.130 0.875
C 3.764 1.815 -6.855 -2.332 -0.131 -0.798
C -0.867 1.617 -6.503 -0.267 1.055 0.583
H 1.802 2.282 -7.786 -0.189 0.024 0.294
H 2.262 0.567 -7.903 -0.152 -0.027 0.136
H 3.723 2.734 -6.271 0.175 -0.032 -0.086
H 4.242 1.977 -7.821 0.582 -0.021 0.294
H 4.183 1.008 -6.253 0.116 0.056 -0.305
H -1.385 0.743 -6.107 0.808 -0.474 -0.323
H -0.456 1.599 -7.513 -0.245 -0.479 0.110
H -1.673 2.351 -6.474 0.392 0.553 0.073
```
Forces are in eV/Å.

highest occupied orbital energy (alpha / beta): -9.06 / -9.06 eV
charge: 0
spin multiplicity: 3
gap between HOMO and LUMO (alpha / beta): 5.32 / 2.49 eV
⟨S²⟩: 2.0115
energy above the lowest of the compared OMol25 structures with the same formula, charge and spin: 953.2 kJ/mol


Formula: C5H12N2O
Source: OMol25
Level of theory: the ωB97M-V functional and the def2-TZVPD basis

Structure (XYZ):
```
20
Properties=species:S:1:pos:R:3:forces:R:3
C 0.460 0.528 0.226 1.056 -0.910 -1.122
C 2.049 -1.602 0.202 -0.111 -0.048 0.075
C 0.691 1.941 -0.242 -0.171 -0.052 0.048
N -1.913 1.012 0.851 -0.133 -0.453 -0.221
N 1.286 -0.605 -0.546 0.213 0.170 0.343
C -0.429 -0.350 -0.421 -1.039 0.602 0.471
C -1.335 -1.074 -1.022 0.048 -0.034 0.546
O -3.016 0.042 1.075 0.134 0.196 0.101
H -3.095 0.026 2.035 -0.006 0.031 -0.205
H -2.369 1.666 0.205 -0.060 -0.030 0.114
H 1.616 -0.418 -1.487 0.049 0.377 0.313
H 0.560 0.379 1.298 0.047 -0.073 -0.107
H 3.087 -1.300 0.363 -0.045 0.118 -0.050
H 1.588 -1.741 1.182 -0.062 0.023 -0.095
H 2.048 -2.568 -0.305 -0.073 0.091 -0.060
H 0.501 2.050 -1.311 0.035 -0.068 0.044
H 1.713 2.250 -0.012 -0.092 -0.023 -0.003
H -0.012 2.579 0.297 0.041 -0.035 -0.003
H -2.365 -0.949 -0.679 0.130 0.132 -0.283
H -1.066 -1.866 -1.711 0.038 -0.013 0.093
```
Forces are in eV/Å.

highest occupied orbital energy: -5.81 eV
charge: 0
gap between HOMO and LUMO: 6.40 eV
energy above the lowest of the compared OMol25 structures with the same formula, charge and spin: 813.9 kJ/mol